(i)
Computed, not measured: a cluster of 2 separate species, C3H10NOS in total, with wB97M-V/def2-TZVPD.

Geometry as XYZ:
```
16
Properties=species:S:1:pos:R:3:nbo_charge:R:1
C -0.180 1.587 0.019 -0.420
C -0.749 0.162 -0.104 -0.522
S 0.464 -1.127 0.337 -0.711
C 0.769 1.933 -1.105 -0.237
N 0.043 2.232 -2.325 -0.865
H 0.266 1.670 1.019 0.209
H -0.980 2.327 0.100 0.169
H -1.154 0.056 -1.111 0.164
H -1.591 0.052 0.589 0.184
H 1.395 1.025 -1.188 0.206
H 1.443 2.738 -0.827 0.159
H 0.476 1.884 -3.164 0.351
H -0.926 1.962 -2.295 0.355
H -0.241 -3.319 3.236 0.444
H -0.509 -2.522 1.964 0.504
O -0.743 -3.369 2.413 -0.992
```

- net charge = -1
- highest occupied orbital energy (eV) = -2.73

***

(ii)
Computed, not measured: a cluster of 2 separate species, C3H10NOS in total, with wB97M-V/def2-TZVPD.

Geometry as XYZ:
```
16
Properties=species:S:1:pos:R:3:nbo_charge:R:1
C -1.126 -0.816 1.987 -0.617
C -0.138 -0.020 1.093 -0.062
C -0.083 -0.828 -0.318 -0.542
S -0.083 0.340 -1.770 -0.763
N -0.686 1.446 1.176 -0.841
H -1.092 -1.967 1.791 0.194
H -2.169 -0.586 1.727 0.196
H -0.977 -0.585 3.122 0.193
H 0.856 0.077 1.520 0.176
H 0.845 -1.332 -0.359 0.187
H -0.905 -1.460 -0.642 0.200
H -0.107 1.988 0.575 0.370
H -1.554 1.352 0.810 0.339
H 1.714 1.007 -3.240 0.509
H 2.992 0.297 -3.633 0.452
O 2.512 1.087 -3.840 -0.993
```

- net charge = -1
- highest occupied orbital energy (eV) = -2.82

***

(i) is the most stable structure; the next one sits 0.0261 hartree above it.

***

(i)
Computed, not measured: a cluster of 2 separate species, C3H10NOS in total, with wB97M-V/def2-TZVPD.

Geometry as XYZ:
```
16
Properties=species:S:1:pos:R:3:nbo_charge:R:1
C 1.717 0.917 0.765 -0.619
C 0.862 1.018 -0.498 -0.065
C -0.068 -0.161 -0.688 -0.533
S -1.443 -0.173 0.522 -0.746
N 0.144 2.311 -0.464 -0.858
H 1.910 -0.146 0.940 0.200
H 1.125 1.215 1.620 0.221
H 2.665 1.437 0.641 0.190
H 1.518 1.126 -1.362 0.158
H -0.430 -0.120 -1.730 0.168
H 0.444 -1.133 -0.659 0.179
H -0.585 2.309 -1.179 0.342
H -0.441 2.242 0.371 0.369
H -2.938 -2.968 0.538 0.499
H -1.762 -3.965 0.596 0.470
O -2.719 -3.910 0.587 -0.976
```

- net charge = -1
- highest occupied orbital energy (eV) = -2.73

***

(ii)
Computed, not measured: a cluster of 2 separate species, C3H10NOS in total, with wB97M-V/def2-TZVPD.

Geometry as XYZ:
```
16
Properties=species:S:1:pos:R:3:nbo_charge:R:1
C -1.847 0.478 -1.319 -0.396
N -1.049 0.824 -0.065 -0.648
C -0.290 -0.408 0.395 -0.263
C 0.755 -0.980 -0.535 -0.539
S 1.829 -2.178 0.431 -0.740
H -2.351 -0.313 -1.153 0.180
H -1.266 0.263 -2.183 0.168
H -2.543 1.219 -1.530 0.173
H -0.450 1.641 -0.223 0.320
H 0.186 -0.193 1.366 0.204
H -0.930 -1.170 0.754 0.193
H 1.492 -0.236 -0.850 0.183
H 0.286 -1.412 -1.464 0.167
H -0.512 2.613 0.941 0.495
H -0.961 3.818 -0.057 0.467
O -0.823 3.539 0.839 -0.963
```

- net charge = -1
- highest occupied orbital energy (eV) = -2.40

***

(iii)
Computed, not measured: a structure of composition C3H10NOS, with wB97M-V/def2-TZVPD.

Geometry as XYZ:
```
16
Properties=species:S:1:pos:R:3:nbo_charge:R:1
C -2.407 -1.456 -0.241 -0.217
O -1.785 -0.235 -0.155 -0.892
H -2.735 -1.693 -1.269 0.110
H -1.741 -2.289 0.074 0.122
H -3.318 -1.524 0.386 0.103
C 1.045 0.729 0.869 -0.217
C 1.434 0.701 -0.606 -0.496
S 2.298 2.254 -1.047 -0.117
N 0.351 -0.510 1.154 -0.982
H 1.963 0.850 1.467 0.146
H 0.435 1.639 1.029 0.142
H 2.090 -0.145 -0.789 0.199
H 0.530 0.602 -1.202 0.236
H 2.380 2.054 -2.368 0.104
H 0.197 -0.572 2.153 0.316
H -0.738 -0.405 0.544 0.441
```

- net charge = -1
- highest occupied orbital energy (eV) = -3.01

***

(iv)
Computed, not measured: a cluster of 2 separate species, C3H10NOS in total, with wB97M-V/def2-TZVPD.

Geometry as XYZ:
```
16
Properties=species:S:1:pos:R:3:nbo_charge:R:1
C -0.593 2.315 0.336 -0.624
C 0.497 1.253 0.219 -0.063
C 0.059 -0.024 0.972 -0.546
S -1.237 -1.008 0.200 -0.698
N 0.790 1.017 -1.196 -0.870
H -0.608 2.756 1.331 0.182
H -1.574 1.852 0.167 0.227
H -0.500 3.155 -0.351 0.194
H 1.395 1.597 0.732 0.160
H 0.951 -0.617 1.197 0.186
H -0.293 0.336 1.959 0.174
H 1.640 0.437 -1.240 0.347
H 0.078 0.344 -1.489 0.374
H 1.742 -2.787 -1.550 0.449
H 0.673 -2.102 -0.647 0.503
O 1.628 -2.322 -0.708 -0.998
```

- net charge = -1
- highest occupied orbital energy (eV) = -2.89

***

(iv) is the most stable structure; the next one sits 0.0087 hartree above it.

***

(i)
Computed, not measured: a cluster of 2 separate species, C3H10NOS in total, with wB97M-V/def2-TZVPD.

Geometry as XYZ:
```
16
Properties=species:S:1:pos:R:3:nbo_charge:R:1
C -0.345 -0.274 1.829 -0.618
C 0.459 -1.105 0.848 -0.061
C 0.210 -0.635 -0.620 -0.529
S 0.437 1.141 -0.934 -0.744
N 1.858 -1.016 1.218 -0.861
H -1.414 -0.420 1.629 0.190
H -0.158 0.786 1.761 0.232
H -0.165 -0.617 2.845 0.186
H 0.043 -2.109 0.909 0.159
H 0.913 -1.203 -1.227 0.169
H -0.824 -0.929 -0.869 0.172
H 2.433 -1.534 0.558 0.341
H 2.110 -0.032 1.166 0.373
H -1.105 2.496 -3.058 0.497
H -2.461 2.830 -2.614 0.461
O -1.991 2.621 -3.443 -0.967
```

- net charge = -1
- highest occupied orbital energy (eV) = -2.66

***

(ii)
Computed, not measured: a cluster of 2 separate species, C3H10NOS in total, with wB97M-V/def2-TZVPD.

Geometry as XYZ:
```
16
Properties=species:S:1:pos:R:3:nbo_charge:R:1
C -0.285 -0.960 -0.349 -0.644
C -0.192 0.136 0.749 -0.069
C -0.205 1.594 0.111 -0.536
S 0.509 2.668 1.392 -0.724
N -1.436 -0.028 1.540 -0.886
H -0.762 -0.693 -1.293 0.195
H -0.828 -1.827 0.053 0.212
H 0.692 -1.437 -0.475 0.174
H 0.725 0.019 1.307 0.203
H 0.392 1.775 -0.785 0.190
H -1.266 1.788 -0.127 0.154
H -1.178 -0.196 2.496 0.370
H -2.126 0.658 1.292 0.370
H 2.653 -1.419 -1.598 0.465
H 1.215 -0.932 -1.970 0.490
O 2.091 -1.146 -2.344 -0.964
```

- net charge = -1
- highest occupied orbital energy (eV) = -2.37

***

(iii)
Computed, not measured: a cluster of 2 separate species, C3H10NOS in total, with wB97M-V/def2-TZVPD.

Geometry as XYZ:
```
16
Properties=species:S:1:pos:R:3:nbo_charge:R:1
C -0.301 -1.849 -2.237 -0.402
N 0.264 -1.234 -1.082 -0.666
C -0.390 -0.168 -0.345 -0.231
C 0.441 0.919 0.316 -0.521
S -0.300 2.560 0.801 -0.708
H 0.204 -1.469 -3.133 0.168
H -0.429 -2.935 -2.251 0.177
H -1.360 -1.561 -2.393 0.184
H 0.914 -1.774 -0.531 0.357
H -1.144 -0.579 0.352 0.154
H -1.051 0.343 -1.060 0.186
H 0.844 0.569 1.274 0.165
H 1.303 1.225 -0.268 0.193
H -0.046 2.440 3.047 0.497
H 0.834 1.431 3.564 0.449
O 0.216 2.082 3.944 -1.002
```

- net charge = -1
- highest occupied orbital energy (eV) = -2.76

***

(i) is the most stable structure; the next one sits 0.0346 hartree above it.

***

(i)
Computed, not measured: a structure of composition C4H3N3, with wB97M-V/def2-TZVPD.

Geometry as XYZ:
```
10
Properties=species:S:1:pos:R:3:nbo_charge:R:1
N -1.165 1.643 1.939 -0.323
C -0.695 1.078 1.025 0.308
C 1.083 1.428 0.352 0.332
N 1.592 0.434 -0.057 -0.467
C 1.150 -0.746 -0.623 -0.137
C -0.188 -0.835 -0.591 0.016
N -0.973 0.196 -0.070 -0.618
H 1.864 -1.459 -1.010 0.236
H -0.716 -1.708 -0.971 0.231
H -1.952 -0.031 0.006 0.423
```

- net charge = 0
- highest occupied orbital energy (eV) = -9.40

***

(ii)
Computed, not measured: a structure of composition C4H3N3, with wB97M-V/def2-TZVPD.

Geometry as XYZ:
```
10
Properties=species:S:1:pos:R:3:nbo_charge:R:1
C -1.279 0.021 -0.018 -0.322
C -0.533 -1.168 0.015 -0.197
C -0.451 1.135 0.019 0.015
C 0.861 -0.683 0.167 0.138
N 2.250 -0.639 -0.111 -0.105
N 2.268 0.607 -0.149 0.062
N 0.803 0.676 0.169 -0.283
H -2.350 0.058 -0.054 0.234
H -0.862 -2.182 -0.027 0.233
H -0.706 2.176 -0.012 0.225
```

- net charge = 0
- highest occupied orbital energy (spin up / spin down) (eV) = -8.66 / -8.66

***

(i) is the most stable structure; the next one sits 0.0318 hartree above it.

***

(i)
Computed, not measured: an isolated molecule of C4H3N3, with wB97M-V/def2-TZVPD.

Geometry as XYZ:
```
10
Properties=species:S:1:pos:R:3:nbo_charge:R:1
C -1.751 -0.111 0.022 0.278
C -0.280 0.019 0.316 -0.461
C 0.563 -1.106 -0.047 0.078
C 0.569 1.122 -0.134 0.066
H -0.141 0.115 1.391 0.311
H 0.208 -2.122 -0.057 0.219
H 0.361 2.172 0.049 0.223
N -2.856 0.073 -0.176 -0.278
N 1.755 -0.771 -0.102 -0.229
N 1.811 0.740 -0.054 -0.206
```

- net charge = 0
- structure (SMILES) = N#CC1C=NN=C1
- highest occupied orbital energy (eV) = -11.02

***

(ii)
Computed, not measured: an isolated molecule of C4H3N3, with wB97M-V/def2-TZVPD.

Geometry as XYZ:
```
10
Properties=species:S:1:pos:R:3:nbo_charge:R:1
N -1.862 0.961 -2.648 -0.257
C -1.287 0.635 -1.696 0.234
C -0.432 0.249 -0.591 0.255
N 0.855 0.243 -0.808 -0.427
C 1.415 -0.237 0.331 -0.066
C 0.552 -0.563 1.323 -0.111
N -0.827 -0.148 0.644 -0.545
H 2.494 -0.322 0.386 0.221
H 0.962 -0.582 2.366 0.253
H -1.870 -0.237 0.693 0.442
```

- net charge = 0
- structure (SMILES) = N#Cc1ncc[nH]1
- highest occupied orbital energy (eV) = -9.81

***

(iii)
Computed, not measured: a cluster of 2 separate species, C4H3N3 in total, with wB97M-V/def2-TZVPD.

Geometry as XYZ:
```
10
Properties=species:S:1:pos:R:3:nbo_charge:R:1
C -0.195 2.530 0.174 0.225
C -0.663 1.294 -0.177 -0.217
C -1.710 0.573 -0.209 0.416
C 0.144 -1.354 -0.335 -0.149
N 0.298 3.493 0.560 -0.286
N 0.608 -0.263 -0.236 -0.193
N -2.209 -0.534 -0.391 -0.711
H -1.059 -1.525 -0.270 0.239
H 0.716 -2.244 -0.262 0.250
H -3.136 -0.803 -0.409 0.425
```

- net charge = 0
- highest occupied orbital energy (eV) = -8.97

***

(iv)
Computed, not measured: an isolated molecule of C4H3N3, with wB97M-V/def2-TZVPD.

Geometry as XYZ:
```
10
Properties=species:S:1:pos:R:3:nbo_charge:R:1
N -0.749 2.786 -0.429 -0.451
C -0.180 1.753 -0.309 0.147
C 1.111 1.015 -0.284 0.477
N 1.630 -0.018 -0.015 -0.300
C 0.957 -1.213 0.235 -0.222
C -0.391 -0.992 0.180 0.051
N -0.891 0.211 -0.124 -0.600
H 1.496 -2.123 0.438 0.237
H -1.094 -1.797 0.376 0.238
H -1.888 0.379 -0.068 0.424
```

- net charge = 0
- highest occupied orbital energy (eV) = -8.77

***

(ii) is the most stable structure; the next one sits 0.0437 hartree above it.

***

(i)
Computed, not measured: a cluster of 2 separate species, C5H14 in total, with wB97M-V/def2-TZVPD.

Geometry as XYZ:
```
19
Properties=species:S:1:pos:R:3:nbo_charge:R:1
C -1.917 -0.092 0.346 -0.468
C -2.648 -1.234 -0.451 -0.725
C -1.211 0.805 -0.631 -0.931
H -2.601 0.587 0.888 0.182
H -1.327 -0.630 0.978 0.188
H -3.713 -1.247 -0.505 0.188
H -0.592 0.254 -1.440 0.188
H -2.544 -2.182 0.047 0.193
H -2.397 -1.175 -1.546 0.206
H -1.981 1.276 -1.292 0.180
H -0.715 1.613 -0.166 0.193
C 3.418 0.128 0.113 -0.757
C 2.036 0.343 0.777 -0.778
H 3.435 0.990 -0.526 0.197
H 4.212 0.082 0.830 0.184
H 3.384 -0.855 -0.437 0.188
H 1.676 -0.590 1.285 0.183
H 1.329 0.854 0.146 0.212
H 2.156 1.073 1.586 0.177
```

- spin multiplicity = 2
- expectation value of S² = 0.75
- net charge = -1
- highest occupied orbital energy (spin up / spin down) (eV) = 1.57 / -7.57

***

(ii)
Computed, not measured: a cluster of 2 separate species, C5H14 in total, with wB97M-V/def2-TZVPD.

Geometry as XYZ:
```
19
Properties=species:S:1:pos:R:3:nbo_charge:R:1
C 2.266 -1.177 1.904 -0.706
C 0.814 -1.592 1.557 -0.729
H 2.924 -1.993 1.608 0.189
H 2.589 -0.249 1.424 0.203
H 2.400 -0.926 2.952 0.187
H 0.409 -0.987 0.754 0.215
H 0.190 -1.442 2.439 0.196
H 0.874 -2.602 1.153 0.192
C -0.729 0.738 -0.913 -0.620
C -0.353 0.997 -2.370 -0.893
C -2.126 1.080 -0.319 -0.733
H -0.404 -0.262 -0.669 0.185
H -0.063 1.386 -0.322 0.176
H 0.751 1.025 -2.413 0.180
H -2.023 1.773 0.519 0.190
H -2.796 1.488 -1.077 0.196
H -0.655 1.961 -2.781 0.191
H -0.623 0.167 -3.011 0.188
H -2.582 0.150 0.023 0.192
```

- spin multiplicity = 2
- expectation value of S² = 0.75
- net charge = -1
- highest occupied orbital energy (spin up / spin down) (eV) = 1.51 / -7.20

***

(iii)
Computed, not measured: a cluster of 2 separate species, C5H14 in total, with wB97M-V/def2-TZVPD.

Geometry as XYZ:
```
19
Properties=species:S:1:pos:R:3:nbo_charge:R:1
C -0.990 0.171 1.317 -0.480
C -0.186 1.381 1.102 -0.900
C -2.365 0.030 0.759 -0.676
H -0.971 -0.226 2.377 0.183
H -0.522 -0.734 0.779 0.201
H 0.422 1.412 0.134 0.200
H -0.526 2.356 1.164 0.204
H -2.436 -0.051 -0.392 0.201
H -2.906 0.968 1.016 0.181
H 0.690 1.383 1.844 0.185
H -2.894 -0.608 1.383 0.197
C 2.189 -0.295 -1.563 -0.900
C 1.071 -1.246 -1.266 -0.740
H 3.056 -0.775 -1.858 0.186
H 1.919 0.370 -2.368 0.187
H 2.402 0.371 -0.742 0.199
H 0.183 -0.592 -1.255 0.195
H 0.755 -2.011 -2.053 0.185
H 1.108 -1.904 -0.379 0.193
```

- spin multiplicity = 2
- expectation value of S² = 0.75
- net charge = -1
- highest occupied orbital energy (spin up / spin down) (eV) = 1.50 / -6.95

***

(iv)
Computed, not measured: a cluster of 2 separate species, C5H14 in total, with wB97M-V/def2-TZVPD.

Geometry as XYZ:
```
19
Properties=species:S:1:pos:R:3:nbo_charge:R:1
C 0.768 2.097 1.011 -0.481
C -0.237 2.362 -0.118 -0.935
C 0.695 0.663 1.539 -0.718
H 0.793 2.877 1.766 0.186
H 1.728 2.217 0.500 0.187
H -0.532 3.408 -0.247 0.188
H 0.153 2.047 -1.101 0.187
H 1.337 -0.073 1.052 0.202
H -1.155 1.758 -0.080 0.193
H -0.354 0.355 1.557 0.201
H 0.984 0.633 2.594 0.184
C -0.261 -1.834 -1.555 -0.860
C -0.812 -2.790 -0.517 -0.683
H -0.300 -0.788 -1.251 0.202
H 0.800 -1.962 -1.809 0.186
H -0.789 -1.824 -2.508 0.185
H -0.582 -3.811 -0.858 0.182
H -1.892 -2.680 -0.436 0.196
H -0.344 -2.655 0.461 0.199
```

- spin multiplicity = 2
- expectation value of S² = 0.75
- net charge = -1
- highest occupied orbital energy (spin up / spin down) (eV) = 1.55 / -7.48

***

(iv) is the most stable structure; the next one sits 0.0082 hartree above it.